Here is a molecular structure, C26H34N6PtSSeSi2 from the OMol25 dataset. Energies are from ωB97M-V with the def2-TZVPD basis set.

Each line ends with the Mulliken charge.
Atoms and positions in Å:
Pt (0.28495, -0.14970, -0.66661)  0.869
N (3.85120, 2.23484, -1.10767)  -0.452
C (2.61340, 1.70565, -1.03599)  0.654
S (2.50882, -0.04123, -1.26222)  -0.636
N (1.59333, 2.50647, -0.87164)  -1.502
N (0.40548, 1.88819, -0.85944)  0.983
C (-0.71832, 2.54934, -0.76641)  0.858
C (-0.78103, 4.02053, -0.64461)  -0.180
C (-1.57713, 4.61827, 0.33286)  -0.307
C (-1.64487, 5.99781, 0.43621)  -0.775
C (-0.91370, 6.80090, -0.42573)  -0.415
C (-0.10518, 6.21403, -1.38827)  -0.774
C (-0.03696, 4.83496, -1.49758)  -0.232
C (-1.91568, 1.73591, -0.88862)  0.597
C (-3.19884, 2.27951, -1.05312)  -0.937
C (-4.26499, 1.46322, -1.35210)  -0.883
C (-4.05687, 0.09151, -1.47844)  -0.894
C (-2.78678, -0.39348, -1.25922)  -0.308
N (-1.74815, 0.39011, -0.96721)  0.077
H (4.63997, 1.61651, -1.14213)  0.205
H (3.98616, 3.18785, -0.81609)  0.242
H (-2.13077, 4.00001, 1.02922)  0.560
H (-2.27158, 6.44670, 1.19581)  0.389
H (-0.97524, 7.87836, -0.34964)  0.397
H (0.47389, 6.83280, -2.06092)  0.389
H (0.58525, 4.37996, -2.25374)  0.455
H (-3.32816, 3.34848, -0.98371)  0.563
H (-5.25194, 1.88003, -1.49822)  0.427
H (-4.85864, -0.58002, -1.74797)  0.484
H (-2.58171, -1.45493, -1.33141)  0.366
C (2.48273, -4.38020, -0.12244)  -1.307
Si (1.38488, -3.05391, 0.66608)  0.622
C (0.37313, -3.88810, 2.04291)  -1.169
C (2.61171, -1.90421, 1.54485)  -0.766
C (0.13362, -2.24343, -0.51164)  -0.012
Si (-0.08986, -2.91904, -2.27853)  0.733
C (-0.39740, -1.53204, -3.55584)  -1.069
C (1.32076, -3.89022, -3.08803)  -1.289
C (-1.57851, -4.11155, -2.22865)  -1.340
H (3.22796, -4.70704, 0.60502)  0.381
H (3.01374, -4.00601, -0.99685)  0.355
H (1.89934, -5.25141, -0.42322)  0.274
H (1.00951, -4.50584, 2.67980)  0.390
H (-0.40878, -4.52956, 1.63168)  0.299
H (-0.10975, -3.14522, 2.68317)  0.265
H (2.85040, -2.31225, 2.53076)  0.358
H (2.19975, -0.91374, 1.69272)  -0.075
H (3.54062, -1.79888, 0.98613)  0.362
H (-0.83366, -2.37658, -0.00518)  0.049
H (0.56111, -1.15060, -3.91146)  0.255
H (-0.95964, -0.68438, -3.17486)  0.217
H (-0.94177, -1.91614, -4.42440)  0.406
H (2.26979, -3.35357, -3.05938)  0.307
H (1.06856, -4.05641, -4.13739)  0.361
H (1.47140, -4.86629, -2.62813)  0.334
H (-2.41508, -3.73080, -1.63944)  0.371
H (-1.27522, -5.05907, -1.77840)  0.344
H (-1.95152, -4.33455, -3.23054)  0.378
Se (-2.13844, -0.79073, 1.98954)  0.311
N (-0.63596, 0.10655, 1.64184)  -0.112
C (-0.02476, 0.31155, 2.80636)  0.512
C (1.20052, 0.99842, 2.97298)  -0.263
C (1.72993, 1.09318, 4.22546)  -0.655
C (1.06462, 0.55884, 5.36102)  -0.547
C (-0.13797, -0.07184, 5.25139)  -0.791
C (-0.71210, -0.22090, 3.96413)  0.446
N (-1.85628, -0.84171, 3.71806)  -0.803
H (1.70086, 1.41997, 2.11064)  0.378
H (2.68646, 1.58030, 4.35869)  0.426
H (1.52650, 0.66432, 6.33366)  0.381
H (-0.65709, -0.46947, 6.11209)  0.463

Values from the calculation:
**HOMO**: -7.077 eV
**Total charge**: 0
**Orbital gap**: 6.17 eV

***

Here is a single C4H9NO2 molecule from the OMol25 dataset. Energies are from ωB97M-V with the def2-TZVPD basis set.

Each line ends with the Mulliken charge.
Atoms and positions in Å:
N (1.33545, -0.26197, 1.87100)  -0.637
C (0.59106, -0.53779, 0.67082)  0.762
O (0.14642, -1.85826, 0.48972)  -0.552
C (1.10390, 0.18447, -0.51861)  -0.972
C (-0.21794, 0.60379, 0.09083)  -0.196
C (-1.40214, 0.43079, -0.82535)  -0.661
O (-1.22739, 1.36747, -1.87859)  -0.507
H (1.05055, -0.87893, 2.62568)  0.271
H (2.31759, -0.45513, 1.69802)  0.257
H (-0.71513, -1.92882, 0.92077)  0.363
H (1.96913, 0.82740, -0.38876)  0.307
H (1.02970, -0.32844, -1.47302)  0.233
H (-0.22172, 1.50962, 0.69274)  0.364
H (-1.41992, -0.60204, -1.20875)  0.311
H (-2.35196, 0.61616, -0.29892)  0.353
H (-1.98761, 1.31166, -2.46757)  0.305

Values from the calculation:
**HOMO**: -9.418 eV
**SMILES**: N[C@]1(O)C[C@H]1CO
**Total charge**: 0
**Orbital gap**: 10.21 eV

***

Here is a molecular structure, C30H46HoO2P2 from the OMol25 dataset. Energies are from ωB97M-V with the def2-TZVPD basis set.

Each line ends with the Mulliken charge.
Atoms and positions in Å:
Ho (1.43521, -0.78624, 0.23897)  -0.257
C (-0.52037, -1.26058, 2.17411)  0.412
C (-0.23682, -2.45617, 1.44442)  0.683
C (1.60957, -1.94410, 2.74356)  0.314
C (0.59080, -0.98711, 3.02299)  1.209
C (1.09273, -2.87251, 1.79019)  0.341
C (-1.82752, -0.57754, 2.29982)  -1.800
H (-2.54740, -0.94714, 1.56436)  0.522
H (-1.71315, 0.50626, 2.15126)  0.175
H (-2.26918, -0.73099, 3.29719)  0.407
C (0.56075, -0.08012, 4.18704)  -1.643
H (0.20051, 0.91123, 3.89136)  0.279
H (1.55722, 0.02916, 4.62978)  0.417
H (-0.11752, -0.45728, 4.97176)  0.312
C (2.89780, -2.04269, 3.46530)  -1.600
H (2.74510, -2.37795, 4.50337)  0.287
H (3.40379, -1.06754, 3.51133)  0.173
H (3.57961, -2.74592, 2.97425)  0.381
C (1.74521, -4.16057, 1.44224)  -1.654
H (1.60753, -4.90015, 2.24941)  0.315
H (2.82822, -4.04016, 1.29281)  0.428
H (1.33312, -4.59675, 0.52622)  0.330
C (-1.23355, -3.25633, 0.68519)  -1.455
H (-1.80120, -3.89552, 1.38167)  0.376
H (-0.76809, -3.92240, -0.05254)  0.313
H (-1.94632, -2.61444, 0.14826)  0.228
C (-4.43010, 2.15034, -1.24856)  -0.563
C (-5.02760, 1.72874, -2.37632)  -0.602
C (-4.38623, 1.10893, -3.58478)  -0.634
C (-2.93488, 1.60920, -3.82051)  -1.255
C (-1.91631, 0.56562, -3.27954)  0.790
C (-2.72869, -0.17344, -2.26401)  -2.134
C (-2.71364, 0.31590, -0.89987)  0.786
C (-3.04848, 1.84889, -0.76710)  -0.555
H (-4.99284, 1.33614, -4.47794)  0.481
H (-2.80428, 2.55895, -3.30117)  0.302
H (-4.41770, 0.00576, -3.46518)  0.361
H (-2.26903, 2.42402, -1.29449)  -0.009
H (-4.96574, 2.79721, -0.54456)  0.407
H (-6.10864, 1.85602, -2.48204)  0.390
H (-2.96031, 2.13224, 0.30083)  0.553
H (-3.44354, -0.27993, -0.32718)  0.694
H (-2.69093, -1.27010, -2.38256)  0.467
H (-1.74273, 0.14290, -0.37915)  -0.847
H (-2.78740, 1.79401, -4.89276)  0.549
H (-1.72280, -0.12530, -4.12046)  0.945
P (-0.16359, 1.11623, -3.00626)  1.196
C (-0.20337, 2.89945, -2.74788)  -1.452
C (0.69128, 0.83421, -4.59845)  -1.518
P (0.37166, -1.56577, -1.84882)  0.921
C (0.95572, 0.28854, -1.92200)  -0.256
C (-0.03887, -2.23460, -3.50029)  -1.246
C (2.08618, -2.31951, -1.66000)  -1.447
H (-0.11334, 3.16690, -1.68559)  0.368
H (-1.13039, 3.34323, -3.12598)  0.413
H (0.61387, 3.36987, -3.31627)  0.576
H (1.30732, 1.70809, -4.84533)  0.423
H (-0.04236, 0.65630, -5.39465)  0.375
H (1.36029, -0.03039, -4.53589)  0.492
H (2.38397, -2.30920, -2.71239)  0.697
H (2.01902, -3.34602, -1.27601)  0.342
H (2.86260, -1.74355, -1.09236)  0.359
H (0.94790, 0.92500, -0.97724)  -0.372
H (1.98323, 0.32821, -2.34281)  0.922
H (0.16493, -3.32327, -3.47424)  0.497
H (0.55950, -1.83585, -4.32995)  0.399
H (-1.10728, -2.12539, -3.73194)  0.302
O (3.36247, 0.27911, 0.84146)  -0.813
C (2.63607, 1.24051, 1.31668)  0.884
O (1.42189, 1.38558, 0.86288)  -0.663
C (2.94527, 1.99133, 2.52793)  0.524
C (4.02567, 1.62878, 3.33887)  -0.541
C (4.07092, 2.14786, 4.63274)  -0.589
C (3.02657, 2.94660, 5.11413)  -0.506
C (1.95147, 3.29502, 4.28812)  -0.481
C (1.92837, 2.83828, 2.97795)  -0.416
H (4.79740, 0.97046, 2.93420)  0.452
H (4.92714, 1.91587, 5.26266)  0.392
H (3.04181, 3.30077, 6.14299)  0.405
H (1.13282, 3.91436, 4.65021)  0.402
H (1.10968, 3.09041, 2.30661)  0.339

Values from the calculation:
**HOMO (alpha / beta)**: -8.964 / -8.880 eV
**<S²>**: 6.029
**Total charge**: +1
**Orbital gap (alpha / beta)**: 6.49 / 5.68 eV
**Spin multiplicity**: 5

***

Here is a gas-phase ion, C3H7FIN2 (charge +1) from the OMol25 dataset. Energies are from ωB97M-V with the def2-TZVPD basis set.

Each line ends with the Mulliken charge.
Atoms and positions in Å:
C (0.07903, -2.03776, -0.27781)  -0.833
N (-0.54254, -0.72757, -0.04468)  -0.152
C (0.07125, 0.42922, 0.06218)  0.562
N (1.35776, 0.67493, -0.21755)  -0.335
C (-0.75843, 1.65698, 0.48085)  -0.362
F (-1.85184, 1.22074, 1.24131)  -0.274
I (-1.13575, 2.82173, -1.28575)  0.271
H (-0.79191, -2.69985, -0.47011)  0.312
H (0.89529, -1.99855, -1.12621)  0.289
H (0.54068, -2.28490, 0.68007)  0.349
H (-1.54957, -0.75491, 0.08861)  0.298
H (1.77024, 1.48281, 0.25924)  0.246
H (1.99657, 0.02217, -0.59330)  0.195
H (-0.08077, 2.19497, 1.20314)  0.432

Values from the calculation:
**HOMO**: -13.944 eV
**SMILES**: CNC(=[NH2+])[C@H](F)I
**Total charge**: +1
**Orbital gap**: 9.62 eV

***

Computed energy above the lowest of the compared OMol25 structures with the same formula, charge and spin (kJ/mol) in order:
86.0; 217.6; 29.9; 0.0
Computed E_tot (Ha) in order:
-4837.66398; -363.00266; -2951.60214; -625.32479
Computed largest force on an atom (Eh/bohr) in order:
0.0404; 0.0102; 0.1003; 0.0485